The following is a DFT calculation (ωB97M-V/def2-TZVPD) of 3 unconnected molecules or ions with the total composition C26H32N7O2 at a distorted geometry.

Summary:
Net charge   +1
E_tot   -1542.92650 hartree

Each line ends with the Löwdin charge.
Element x y z (Å)
O: -0.296 -4.663 -3.516  -0.10
O: 0.310 -3.517 -5.431  0.06
N: 0.894 -2.568 0.374  -0.01
N: 0.880 -0.772 2.066  0.08
N: -1.054 -2.227 1.799  0.16
N: -4.385 2.907 -2.276  0.11
N: 3.780 3.157 1.388  0.12
N: 6.449 8.207 2.507  0.12
N: -0.119 -3.459 0.057  -0.06
C: -5.613 0.060 -0.491  -0.08
C: -6.604 -2.172 -1.567  -0.07
C: -4.775 -2.371 0.483  -0.18
C: 4.936 1.211 1.023  -0.08
C: 4.841 0.089 2.086  -0.07
C: -3.907 -3.224 1.532  -0.17
C: 3.575 1.709 0.328  -0.16
C: 2.249 0.986 0.740  -0.05
C: 4.310 9.827 2.632  -0.06
C: 2.207 -2.569 -0.317  -0.01
C: -6.589 -0.594 -1.538  -0.07
C: 4.495 5.608 2.221  -0.04
C: -4.005 2.154 -3.122  -0.24
C: 0.706 -4.223 -4.465  -0.21
C: -3.522 1.217 -4.189  -0.07
C: -0.277 -3.711 -2.422  -0.17
C: 0.303 -1.798 1.431  -0.21
C: -5.729 -3.035 -0.581  -0.04
C: 3.519 -0.635 2.513  -0.05
C: 2.202 -0.173 1.816  -0.22
C: -1.304 -3.303 0.859  -0.11
C: 5.505 8.921 2.562  -0.24
C: -2.705 -4.059 0.848  -0.10
C: -0.137 -4.519 -1.007  -0.07
C: -4.748 -0.790 0.484  -0.03
C: 4.096 4.240 1.755  -0.03
H: 0.556 -2.909 -2.524  0.13
H: -4.662 -3.921 2.069  0.13
H: 3.464 9.293 3.067  0.08
H: 4.539 10.696 3.251  0.08
H: 4.024 5.825 3.181  0.09
H: -3.444 1.746 -5.140  0.08
H: -0.953 -5.303 -0.863  0.14
H: 2.391 -3.444 -1.024  0.10
H: 4.179 6.355 1.492  0.08
H: -2.679 -5.081 1.393  0.14
H: -1.259 -3.103 -2.321  0.15
H: 0.907 -5.024 -0.954  0.14
H: 1.799 -4.526 -4.328  0.17
H: -5.604 1.214 -0.464  0.08
H: 1.260 1.312 0.243  0.09
H: -5.839 -4.180 -0.672  0.09
H: -4.222 0.387 -4.299  0.07
H: 5.811 -0.227 2.592  0.09
H: -7.259 0.026 -2.241  0.09
H: 3.529 2.528 -0.469  0.12
H: 3.487 -1.463 3.294  0.09
H: 4.041 10.165 1.630  0.08
H: -2.999 -4.294 -0.247  0.12
H: -7.313 -2.656 -2.339  0.09
H: -4.076 -0.244 1.228  0.09
H: -2.541 0.822 -3.920  0.07
H: 5.907 1.710 0.697  0.10
H: 2.362 -1.543 -0.832  0.11
H: 5.580 5.660 2.337  0.07
H: 0.311 -0.327 2.815  0.18
H: 3.036 -2.627 0.490  0.11
H: -3.550 -2.482 2.332  0.11

The following is a DFT calculation (ωB97M-V/def2-TZVPD) of a molecular structure, C46H47N6OSbTl.

Summary:
Net charge   +3
E_tot   -2596.72360 hartree

Each line ends with the Löwdin charge.
Element x y z (Å)
Tl: -0.813 0.118 -0.659  0.92
Sb: 1.248 0.146 1.505  1.60
O: -1.260 -2.160 0.074  -0.24
N: -1.926 -0.905 -2.526  0.04
N: -3.255 -0.467 -0.021  0.07
N: 0.901 0.572 -2.378  0.03
N: -1.742 1.814 -2.471  -0.17
N: 1.353 -2.501 -0.624  0.17
N: -1.611 1.917 0.863  -0.03
C: -3.609 -1.752 0.049  -0.24
C: 4.141 -4.439 -1.219  -0.07
C: 3.247 0.282 0.856  -0.40
C: 1.635 2.238 -3.915  0.02
C: 2.710 2.465 4.813  -0.04
C: -1.788 3.170 0.425  -0.31
C: 5.133 1.686 0.343  -0.05
C: -4.239 0.447 -0.039  -0.14
C: -3.803 -0.884 -3.986  0.03
C: 2.456 -1.924 3.366  -0.13
C: -0.809 1.708 -3.616  -0.11
C: 0.636 1.559 -3.250  -0.26
C: 1.886 -3.439 -1.027  -0.13
C: -2.527 -2.793 0.183  -0.14
C: 0.110 -2.303 2.992  -0.14
C: 5.371 -0.710 0.314  -0.06
C: 2.491 -3.009 4.230  -0.04
C: 0.148 -3.385 3.860  -0.06
C: 1.983 3.646 4.871  -0.04
C: -2.213 1.525 1.994  -0.17
C: -5.937 -1.216 0.016  0.00
C: 4.034 -0.851 0.664  -0.15
C: -1.884 3.241 -2.062  -0.13
C: 3.222 0.782 -2.893  -0.01
C: 2.431 1.525 3.834  -0.12
C: 2.166 0.178 -2.231  -0.13
C: 0.692 2.935 2.967  -0.11
C: 2.645 -4.593 -1.515  -0.18
C: -3.028 2.353 2.734  -0.01
C: -2.628 -2.923 -3.593  -0.01
C: 0.983 3.880 3.943  -0.06
C: -1.060 3.574 -0.821  -0.10
C: -4.935 -2.165 0.064  0.02
C: -3.022 1.252 -2.921  -0.12
C: 1.263 -1.567 2.735  -0.36
C: -3.255 3.641 2.260  0.00
C: -3.675 -2.245 -4.205  0.01
C: 1.408 1.744 2.908  -0.34
C: 3.796 1.551 0.692  -0.12
C: 2.958 1.852 -3.724  0.00
C: -2.631 4.052 1.095  0.02
C: -5.579 0.125 -0.026  -0.01
C: -1.783 -2.216 -2.765  -0.11
C: -2.909 -0.241 -3.144  -0.25
C: 1.339 -3.743 4.475  -0.04
C: 5.919 0.557 0.156  -0.05
H: 4.664 -5.319 -1.585  0.09
H: -3.342 1.716 -3.861  0.15
H: 1.368 -4.585 5.153  0.12
H: -0.831 -2.015 2.545  0.07
H: -0.963 2.539 -4.308  0.14
H: -0.754 -3.943 4.071  0.12
H: 1.379 3.029 -4.607  0.13
H: 2.333 -0.653 -1.570  0.06
H: -0.079 3.164 2.256  0.07
H: -2.617 -3.250 1.174  0.14
H: -0.527 -2.767 -0.112  0.04
H: -3.799 1.469 -2.189  0.11
H: 2.236 -5.484 -1.035  0.13
H: -2.644 -3.579 -0.565  0.14
H: -3.472 2.002 3.655  0.13
H: 3.420 -3.278 4.714  0.12
H: 4.227 0.417 -2.732  0.12
H: -1.049 0.798 -4.166  0.14
H: -4.361 -2.763 -4.861  0.13
H: 6.965 0.664 -0.099  0.12
H: -0.941 -2.701 -2.286  0.11
H: 2.203 4.381 5.633  0.12
H: -2.938 3.444 -1.864  0.13
H: -3.899 4.320 2.804  0.13
H: 4.320 -4.357 -0.148  0.08
H: -0.840 4.641 -0.791  0.14
H: -6.978 -1.512 0.026  0.13
H: -6.326 0.907 -0.039  0.13
H: 3.758 2.364 -4.242  0.13
H: 5.991 -1.588 0.187  0.12
H: -0.096 3.058 -0.876  0.11
H: 3.374 -1.382 3.179  0.09
H: -1.595 3.885 -2.894  0.14
H: -3.930 1.485 -0.049  0.10
H: 0.424 4.806 3.974  0.12
H: 3.500 2.275 5.527  0.12
H: -2.011 0.509 2.320  0.11
H: -5.169 -3.221 0.124  0.14
H: 3.201 2.441 0.868  0.11
H: 5.565 2.672 0.234  0.12
H: 2.455 -4.684 -2.585  0.13
H: -2.763 5.059 0.721  0.14
H: -2.464 -3.978 -3.763  0.13
H: 3.032 0.627 3.806  0.09
H: 3.617 -1.842 0.798  0.08
H: -4.580 -0.312 -4.478  0.14
H: 4.552 -3.563 -1.718  0.08

The following is a DFT calculation (ωB97M-V/def2-TZVPD) of a gas-phase ion, C5H6N (charge +1) at a distorted geometry.

Summary:
2S+1   3
Net charge   +1
E_tot   -248.34839 hartree

Each line ends with the Löwdin charge.
Element x y z (Å)
N: 2.265 -0.772 -0.268  0.21
C: 2.308 0.672 -0.043  0.02
C: -1.618 -0.289 0.345  -0.09
C: 1.031 -0.152 -0.064  -0.14
C: -0.224 -0.180 0.240  0.20
C: -2.786 -0.065 -0.430  0.12
H: -2.667 0.649 -1.335  0.11
H: 2.528 0.914 0.912  0.09
H: -2.018 -0.623 1.234  0.09
H: -3.821 -0.244 -0.155  0.08
H: 2.433 1.355 -0.961  0.17
H: 2.568 -1.267 0.525  0.14

The following is a DFT calculation (ωB97M-V/def2-TZVPD) of C4H6N2O in the gas phase at a distorted geometry.

Summary:
E_tot   -340.66369 hartree

Each line ends with the Löwdin charge.
Element x y z (Å)
O: 1.400 -0.389 -1.566  0.03
N: -0.666 -0.042 -1.770  0.31
N: 2.611 -0.202 0.415  0.14
C: 1.446 -0.124 -0.320  -0.52
C: -2.312 0.155 0.061  -0.01
C: -0.865 0.137 -0.507  -0.43
C: 0.254 0.240 0.334  -0.07
H: -3.099 0.147 -0.700  0.08
H: -2.428 1.042 0.691  0.08
H: -2.450 -0.731 0.700  0.09
H: 2.503 -0.336 1.413  0.10
H: 0.218 0.793 1.253  0.10
H: 3.387 -0.692 -0.003  0.10

The following is a DFT calculation (ωB97M-V/def2-TZVPD) of C9H6N2O3 in the gas phase at a distorted geometry.

Summary:
SMILES   N#CC(=O)N(C=O)c1ccc(O)cc1
E_tot   -681.74275 hartree

Each line ends with the Löwdin charge.
Element x y z (Å)
O: 1.728 -1.801 -0.307  0.19
O: -3.922 -0.626 -0.217  0.03
O: 1.361 2.373 1.255  0.12
N: 4.633 -0.141 -0.867  0.21
N: 1.554 0.383 0.285  0.04
C: 3.595 -0.409 -0.479  -0.11
C: 0.136 0.134 0.196  -0.23
C: 2.048 1.535 0.790  -0.30
C: -1.853 0.263 -1.113  -0.03
C: -0.540 -0.540 1.193  0.00
C: -2.598 -0.348 -0.133  -0.31
C: 2.212 -0.740 -0.164  -0.45
C: -0.493 0.538 -0.984  0.01
C: -1.919 -0.845 1.067  0.04
H: -2.172 0.384 -2.178  0.13
H: -0.077 -0.971 2.124  0.14
H: -4.356 -0.587 -1.128  0.15
H: 0.120 0.784 -1.814  0.12
H: 3.126 1.589 0.581  0.14
H: -2.583 -0.975 1.893  0.11

The following is a DFT calculation (ωB97M-V/def2-TZVPD) of a molecular structure, C15H18BHgN12S at a distorted geometry.

Summary:
Net charge   +1
E_tot   -1815.73963 hartree

Each line ends with the Löwdin charge.
Element x y z (Å)
Hg: -0.985 -0.206 -1.701  1.02
S: -3.476 -1.000 -2.391  0.67
N: -0.591 1.950 -1.364  -0.12
N: 2.334 2.310 1.043  0.00
N: -4.583 -3.182 -1.090  0.03
N: -2.475 -3.146 -1.121  -0.10
N: -4.195 -4.240 -0.383  0.12
N: -0.811 0.042 0.900  -0.03
N: 1.909 0.407 -0.457  0.00
N: 2.171 3.363 1.889  0.04
N: 0.354 2.505 -0.618  0.01
N: 1.523 -0.104 -1.705  -0.02
N: 0.166 0.895 1.343  0.01
N: -1.165 -2.696 -1.362  0.04
C: 2.215 -1.228 -1.930  -0.15
C: 0.014 3.785 -0.355  -0.02
C: 3.257 4.149 1.821  -0.14
C: -1.981 -5.258 0.199  0.02
C: -1.250 4.019 -0.924  -0.02
C: -1.559 2.829 -1.586  -0.14
C: -3.564 -2.416 -1.570  -0.77
C: -2.867 -4.241 -0.415  -0.30
C: 4.182 3.651 0.878  -0.06
C: -1.546 -0.327 1.962  -0.15
C: 3.550 2.557 0.354  -0.09
C: 2.905 -0.348 0.033  -0.08
C: -1.046 0.309 3.118  -0.06
C: 3.178 -1.359 -0.888  -0.04
C: 0.041 1.024 2.703  -0.06
B: 1.212 1.565 0.332  -0.63
H: -0.556 -2.791 -0.524  0.12
H: -5.603 -3.047 -1.152  0.19
H: 2.304 -1.679 -2.890  0.10
H: 3.342 4.992 2.483  0.10
H: 3.409 -0.273 0.986  0.14
H: -2.288 -6.229 -0.207  0.10
H: 0.649 1.651 3.288  0.10
H: -1.866 4.888 -0.889  0.10
H: 5.135 4.094 0.484  0.12
H: 0.645 4.481 0.144  0.12
H: 3.920 -2.058 -0.751  0.07
H: -0.760 -3.177 -2.197  0.14
H: -2.220 -5.338 1.270  0.10
H: -1.363 0.350 4.174  0.11
H: -2.340 2.637 -2.308  0.11
H: -2.330 -1.054 1.730  0.10
H: -0.923 -5.010 0.121  0.08
H: 3.927 1.956 -0.477  0.12

Among the records above, which one has the highest E_tot?
C5H6N

What is the E_tot in the first record?
-1542.92650 hartree